An isolated ion of composition CH6ClN4 and charge +1 in a non-equilibrium geometry, computed with the ωB97M-V functional and the def2-TZVPD basis.

Structure (XYZ):
```
12
Properties=species:S:1:pos:R:3:forces:R:3
N -0.84294 0.58105 -1.73936 2.73 1.09 -0.15
N -0.55953 0.80027 -0.38225 0.98 1.63 1.94
C 0.10586 -0.05857 0.38252 0.93 -1.13 1.33
N 0.24486 -1.31875 0.00198 0.83 0.04 -0.43
N 0.58453 0.22076 1.80374 -2.10 -2.55 -2.93
Cl 1.34747 -1.21223 2.49758 -0.34 1.33 0.09
H -1.73726 0.26807 -1.79127 -3.41 -1.54 -0.11
H -0.88269 1.46930 -2.25906 0.69 -0.32 0.56
H -0.59594 1.74525 0.00188 -0.37 -0.24 -0.33
H 0.95471 -1.82641 0.51991 -0.28 -0.18 0.01
H 0.17352 -1.64202 -0.96412 -0.54 0.67 0.23
H 1.20740 0.97328 1.92844 0.86 1.20 -0.20
```
Positions in Å, forces in eV/Å.

Properties
HOMO energy ... -0.544 Eh
SMILES ... NN/C(N)=[NH+]/Cl
Calculated total energy ... -19608.4462 eV
Energy above the lowest of the compared OMol25 structures with the same formula, charge and spin ... 0.0 kcal/mol
Gap between HOMO and LUMO ... 10.72 eV
Total charge ... +1

Atom charges from the Mulliken analysis, given in e for atoms 1 to 5:
1 N -0.655
2 N 0.095
3 C 0.579
4 N -0.329
5 N -0.290

***

C15H29N7O11PmS2 as an isolated structure in a non-equilibrium geometry, computed with the ωB97M-V functional and the def2-TZVPD basis.

Structure (XYZ):
```
65
Properties=species:S:1:pos:R:3:forces:R:3
Pm -0.29056 -0.21203 -0.31279 0.53 -2.96 -0.12
O 0.88594 0.35041 2.09190 0.00 0.11 -0.18
C 2.27913 0.08698 2.15798 -0.01 -0.25 -0.03
C 2.56810 -1.29425 1.58411 -0.27 0.31 0.03
N 2.09574 -1.37684 0.19727 0.19 -0.32 0.01
C 3.11111 -0.94552 -0.76933 -0.38 0.10 -0.12
C 2.46348 -0.26948 -1.99217 0.39 -0.05 -0.35
O 3.12115 -0.11436 -3.03018 -0.06 0.05 0.16
O 1.27695 0.12484 -1.81298 0.82 0.39 -0.93
C 1.60526 -2.73428 -0.09412 -0.38 0.00 0.22
C 0.34168 -3.05380 0.76892 0.63 -0.38 -0.09
O 0.28282 -4.14636 1.31582 -0.10 0.07 -0.06
O -0.52109 -2.11030 0.82650 -0.08 -0.49 0.37
H 0.79523 1.14858 1.51393 0.24 0.18 0.58
H 2.59333 0.11476 3.20552 0.09 0.05 -0.02
H 2.82667 0.85525 1.60282 0.02 0.02 0.04
H 2.01489 -2.02358 2.17696 0.05 -0.02 0.03
H 3.63849 -1.52489 1.66292 0.00 -0.06 0.02
H 3.74804 -1.77486 -1.09276 0.05 0.02 -0.01
H 3.74740 -0.18498 -0.31196 0.02 -0.01 0.02
H 2.36637 -3.49550 0.10680 0.01 -0.01 -0.04
H 1.30518 -2.78674 -1.14526 0.06 0.02 -0.02
N -2.84314 -0.67564 -0.89446 -0.11 0.21 -0.15
C -2.60380 -0.14683 -2.24846 -0.03 -0.26 -0.17
C -3.84507 0.13936 -3.09576 0.06 0.12 -0.05
C -3.74035 1.41096 -3.94998 0.14 -0.20 0.10
C -2.61843 1.45053 -4.99005 -0.17 0.01 -0.17
N -1.35057 1.88314 -4.41320 0.19 -0.28 0.47
C -0.12644 1.43842 -4.66707 -0.16 0.24 -0.44
N 0.08187 0.40659 -5.51250 -0.14 -0.16 0.33
N 0.91008 2.13673 -4.19298 0.38 -0.09 0.28
C -1.62096 -1.13358 -2.94931 -0.20 -0.05 -0.21
O -1.81198 -1.41945 -4.14695 0.21 0.27 -0.08
O -0.68957 -1.56758 -2.21833 -0.32 -0.16 -0.27
H -3.24115 -1.60570 -0.95122 0.11 -0.11 0.12
H -3.51491 -0.08704 -0.40403 0.00 0.02 0.06
H -2.06285 0.79744 -2.10006 -0.16 -0.14 -0.15
H -4.70335 0.26492 -2.43198 0.00 0.00 0.03
H -4.02968 -0.71771 -3.74559 -0.07 0.00 0.02
H -3.62626 2.27582 -3.28680 -0.13 0.05 -0.03
H -4.68077 1.52936 -4.49177 -0.01 0.11 0.03
H -2.88464 2.17625 -5.76523 0.00 -0.05 -0.03
H -2.51239 0.47317 -5.45201 0.08 -0.03 0.02
H -1.40239 2.49407 -3.60571 -0.06 0.01 0.05
H -0.54854 -0.38076 -5.32075 -0.05 -0.04 -0.07
H 1.05007 0.12368 -5.55215 0.03 -0.10 0.05
H 0.68913 2.70005 -3.37952 0.02 0.01 0.07
H 1.78592 1.62899 -4.07450 -0.18 -0.19 0.14
O -0.67546 2.20126 -1.64409 0.01 0.13 0.06
S -0.51682 2.48441 -0.19930 0.00 2.69 -0.07
O -0.84553 3.83611 0.16360 -0.04 -0.03 0.06
O 0.86250 2.07778 0.18783 -0.17 0.06 -0.01
O -1.40836 1.48614 0.51632 -0.98 1.19 0.55
S -5.50293 1.08617 0.85031 -0.08 -0.17 -0.23
C -4.73341 1.75841 2.16704 0.00 0.26 0.00
N -3.45730 2.12081 2.27534 0.28 -0.09 0.09
C -3.11928 2.61483 3.60051 0.09 0.06 -0.03
C -4.43975 2.46157 4.37868 -0.07 0.01 0.01
N -5.37707 2.08392 3.32860 0.19 0.03 0.16
H -2.72673 1.97154 1.56300 -0.50 -0.03 0.10
H -2.78964 3.65433 3.55252 -0.01 -0.01 -0.01
H -2.31460 2.02113 4.03586 0.02 0.04 0.00
H -4.74803 3.39395 4.85330 0.05 -0.01 0.02
H -4.36520 1.69284 5.15226 -0.01 -0.03 -0.03
H -6.25073 1.63794 3.53812 -0.04 -0.05 -0.13
```
Positions in Å, forces in eV/Å.

Properties
HOMO energy (alpha / beta) ... -0.221 / -0.221 Eh
Calculated total energy ... -87215.6939 eV
Multiplicity ... 5
Energy above the lowest of the compared OMol25 structures with the same formula, charge and spin ... 0.0 kcal/mol
<S²> ... 6.004
Gap between HOMO and LUMO (alpha / beta) ... 8.50 / 8.50 eV
Total charge ... -1

Atom charges from the Mulliken analysis, given in e for atoms 1 to 5:
1 Pm 0.325
2 O -0.578
3 C -0.602
4 C -0.920
5 N 0.701

***

One molecule with the formula C9H15NSi in a non-equilibrium geometry, computed with the ωB97M-V functional and the def2-TZVPD basis.

Structure (XYZ):
```
26
Properties=species:S:1:pos:R:3:forces:R:3
C 0.05270 0.88917 1.41701 -0.60 0.44 2.50
C 1.45907 1.14477 1.82848 -2.67 -1.30 -1.87
C -0.32830 -0.08790 0.59332 3.64 -2.08 -0.57
C 2.44057 0.40521 1.33593 2.95 0.81 0.69
C 1.37014 -1.18865 0.08859 -4.13 2.29 -0.01
C 3.87812 0.75074 1.67493 -0.08 -0.08 0.12
C 1.13603 -2.26828 -0.93963 -1.82 0.58 2.95
C -1.35921 0.52751 -2.11204 -1.09 -0.89 -1.50
C -3.35092 0.77581 0.19231 0.37 -1.30 1.30
N 2.42045 -0.70502 0.52399 0.04 -0.75 -0.04
Si -1.83417 -0.25614 -0.40354 -1.33 0.84 -1.26
H -0.74257 1.43909 2.08124 1.29 -0.57 -1.75
H 1.64819 2.02408 2.35839 0.41 0.97 0.98
H 4.40283 -0.12013 2.04135 0.05 -0.40 0.08
H 4.47047 1.12192 0.84934 -0.15 -0.05 -0.62
H 3.96112 1.50389 2.42841 -0.19 0.54 0.63
H 0.09249 -2.63838 -0.64038 1.42 0.26 -1.30
H 1.22819 -1.70298 -1.83735 -0.36 -0.21 -1.18
H 1.85800 -3.04526 -0.81765 0.55 -0.52 -0.23
H -1.83519 1.53468 -2.22459 0.63 -0.69 0.18
H -0.31190 0.54313 -2.41700 0.24 0.44 0.73
H -1.73428 -0.07580 -3.01281 -0.16 0.60 1.34
H -3.17811 1.80883 -0.01904 -0.06 0.75 -0.32
H -4.22030 0.37917 -0.36465 0.29 0.40 0.34
H -3.54540 0.71372 1.31379 0.15 -0.16 -1.42
H -2.43772 -1.61145 -0.64381 0.61 0.07 0.23
```
Positions in Å, forces in eV/Å.

Properties
HOMO energy ... -0.307 Eh
Calculated total energy ... -18940.9566 eV
Energy above the lowest of the compared OMol25 structures with the same formula, charge and spin ... 91.2 kcal/mol
Gap between HOMO and LUMO ... 9.05 eV
Total charge ... 0

Atom charges from the Mulliken analysis, given in e for atoms 1 to 5:
1 C -0.066
2 C -0.822
3 C 0.052
4 C 0.740
5 C 0.560

***

C5H11NO2 as an isolated structure in a non-equilibrium geometry, computed with the ωB97M-V functional and the def2-TZVPD basis.

Structure (XYZ):
```
19
Properties=species:S:1:pos:R:3:forces:R:3
C -0.48132 -0.56239 -1.77005 -0.93 0.24 0.38
O -1.69812 0.18469 -1.87265 -0.31 -0.17 -0.02
C -0.54412 -1.40953 -0.51365 0.20 0.11 0.26
C -0.97012 -0.76138 0.81977 -0.03 -0.21 0.24
C -0.44848 0.64506 1.13600 0.99 -0.99 -0.71
C 1.05130 0.67597 0.86814 -2.69 -0.87 -2.59
N 1.82980 0.02765 1.82847 -1.13 1.85 1.02
O 1.47638 1.27490 -0.08180 0.90 0.30 -1.12
H -0.38499 -1.25357 -2.61483 0.23 0.26 -0.11
H 0.31601 0.17049 -1.71102 0.45 -0.31 -0.16
H -1.57779 0.87225 -2.53058 -0.01 0.04 -0.06
H -1.27301 -2.20562 -0.59716 -0.10 -0.34 -0.59
H 0.42944 -1.90295 -0.47796 0.14 0.00 0.40
H -0.69371 -1.45941 1.60946 0.01 -0.01 0.11
H -2.06287 -0.72905 0.80019 0.10 0.17 0.13
H -0.95084 1.27259 0.42286 0.04 0.85 0.07
H -0.54921 0.93396 2.16498 -0.75 0.07 0.53
H 2.71718 -0.28907 1.45603 0.43 0.91 -0.13
H 1.77177 1.12759 2.01016 2.45 -1.89 2.36
```
Positions in Å, forces in eV/Å.

Properties
HOMO energy ... -0.360 Eh
Calculated total energy ... -10946.7405 eV
Energy above the lowest of the compared OMol25 structures with the same formula, charge and spin ... 58.3 kcal/mol
Gap between HOMO and LUMO ... 10.62 eV
Total charge ... 0

Atom charges from the Mulliken analysis, given in e for atoms 1 to 5:
1 C -0.410
2 O -0.554
3 C -0.620
4 C -0.818
5 C -0.427

***

C5H11NO2 as an isolated structure in a non-equilibrium geometry, computed with the ωB97M-V functional and the def2-TZVPD basis.

Structure (XYZ):
```
19
Properties=species:S:1:pos:R:3:forces:R:3
C -0.96823 -1.56930 0.48712 -0.01 0.12 0.06
C -0.88565 0.94635 0.33495 -0.93 0.78 0.07
N -1.57520 1.81684 -0.40364 0.45 -1.08 0.74
C -0.36459 -0.34177 -0.20109 0.61 -0.16 -0.04
O -1.02100 1.15387 1.64162 0.50 -0.01 -0.68
H -0.35649 0.62707 2.10924 -0.01 0.00 -0.01
H -1.79252 2.70989 0.01701 -0.05 -0.10 -0.31
H -1.59125 1.66502 -1.39978 0.10 0.35 0.13
H -0.60389 -0.37872 -1.26604 0.10 0.09 -0.01
H -0.51154 -2.44878 0.02992 -0.13 0.08 0.00
H -2.05626 -1.60722 0.39532 0.06 -0.06 -0.06
H -0.72050 -1.60454 1.55209 0.01 0.05 -0.04
C 1.19060 -0.34595 -0.06990 -0.27 -0.69 -0.25
C 1.94704 -1.00170 -1.01468 -0.26 0.22 0.19
O 1.14376 1.45747 -0.09430 0.16 0.17 0.13
H 2.04226 1.77753 -0.24951 -0.16 0.03 0.12
H 1.51614 -0.51580 0.96120 -0.09 0.20 -0.07
H 1.68525 -0.94351 -2.06561 -0.08 -0.12 0.01
H 2.92206 -1.39674 -0.76391 0.01 0.12 0.02
```
Positions in Å, forces in eV/Å.

Properties
HOMO energy ... -0.226 Eh
Calculated total energy ... -10945.1493 eV
Energy above the lowest of the compared OMol25 structures with the same formula, charge and spin ... 95.0 kcal/mol
Gap between HOMO and LUMO ... 6.65 eV
Total charge ... 0

Atom charges from the Mulliken analysis, given in e for atoms 1 to 5:
1 C -1.414
2 C 0.665
3 N -0.348
4 C -0.087
5 O -0.507

***

An isolated ion of composition C7H14N3 and charge +1 in a non-equilibrium geometry, computed with the ωB97M-V functional and the def2-TZVPD basis.

Structure (XYZ):
```
24
Properties=species:S:1:pos:R:3:forces:R:3
C 1.94844 -1.35642 1.85016 -1.58 1.06 0.59
C 0.77773 -0.84034 1.05202 0.22 1.05 -1.80
N 0.94709 0.21586 0.39125 0.74 -0.64 1.24
C 0.10192 0.91638 -0.46709 -1.91 -0.94 -3.11
C 0.37229 2.36475 -0.33269 1.18 0.14 -0.76
C 0.36328 0.48530 -1.95939 3.21 -5.27 3.70
C -1.38448 0.71451 -0.31095 -2.80 2.40 1.98
N -1.98605 -0.57545 -0.34459 2.84 -2.84 1.89
C -1.56715 -1.64509 0.29366 2.33 1.40 0.50
N -0.40195 -1.67548 0.97670 -0.75 2.46 -1.47
H 2.38237 -0.45488 2.29570 -0.12 -0.46 0.32
H 1.55783 -2.05732 2.56039 0.36 -0.38 0.82
H 2.71249 -1.78506 1.26392 0.62 -0.70 -0.96
H -0.07477 2.97284 -1.05614 -0.83 0.55 -1.64
H 0.15423 2.89499 0.53813 -0.39 0.05 2.11
H 1.42056 2.39636 -0.49735 1.09 0.61 -0.02
H 0.29003 -0.70412 -2.09816 -0.31 2.43 0.52
H -0.18849 0.90957 -2.65014 -3.03 2.40 -3.10
H 1.39258 0.60289 -2.20431 0.93 0.54 -0.14
H -1.60739 1.12706 0.74512 -0.05 -0.34 -1.47
H -2.10352 1.24156 -1.05064 1.97 0.03 1.14
H -2.86265 -0.61743 -0.70186 -3.07 -0.33 -1.50
H -2.02555 -2.61173 0.34261 -1.08 0.03 -0.39
H -0.21887 -2.51874 1.36363 0.43 -3.25 1.55
```
Positions in Å, forces in eV/Å.

Properties
HOMO energy ... -0.503 Eh
SMILES ... CC1=NC(C)(C)CNC=[NH+]1
Calculated total energy ... -11948.5740 eV
Energy above the lowest of the compared OMol25 structures with the same formula, charge and spin ... 54.1 kcal/mol
Gap between HOMO and LUMO ... 9.59 eV
Total charge ... +1

Atom charges from the Mulliken analysis, given in e for atoms 1 to 5:
1 C -1.262
2 C 0.563
3 N -0.457
4 C 1.525
5 C -1.883